Density functional theory data (ωB97M-V/def2-TZVPD) for C8H26CaN6O6 as an isolated structure.

Structure (XYZ):
```
47
Properties=species:S:1:pos:R:3
Ca 0.0137 -0.1105 0.0494
C 2.4524 -1.9354 -1.4124
C 1.8791 -2.9066 -0.4087
O 0.6543 -2.4193 0.1208
H 2.8302 -1.0097 -0.9782
H 1.6763 -1.5551 -2.0766
H 3.1260 -2.4633 -2.0875
H 2.6904 -3.1329 0.2831
H 1.5678 -3.8299 -0.8972
C -2.4298 -1.5265 -3.6014
C -1.3730 -0.6644 -2.9418
O -1.6062 0.0167 -1.7542
H -3.3244 -0.9431 -3.3838
H -2.6820 -2.3436 -2.9256
H -2.3388 -1.8421 -4.6407
H -1.0162 0.0544 -3.6794
H -0.5355 -1.3052 -2.6662
C -1.8390 2.7031 1.0712
O -0.5930 2.0155 0.9355
H -1.6718 3.5103 1.7842
H -2.2142 2.8952 0.0660
H -2.5474 2.0179 1.5369
H 0.0761 2.5015 1.4231
C -2.5864 -1.0982 2.3327
O -1.6437 -0.6445 1.7382
N -2.5858 -2.1519 3.0925
N -3.7918 -0.7079 2.1570
H -3.4968 -2.4974 3.3585
H -1.7332 -2.6832 2.9884
H -4.6076 -1.2441 2.4161
H -3.6794 -0.0132 1.4326
C 1.3418 2.2253 -1.9511
O 1.4582 1.1403 -1.4160
N 0.2524 2.6545 -2.4736
N 2.3595 3.0518 -2.0584
H 0.0659 3.6038 -2.7639
H -0.4947 1.9921 -2.3213
H 2.2631 4.0395 -2.2465
H 3.1926 2.6725 -1.6315
C 2.3249 0.2966 2.4331
O 1.9016 0.4471 1.3305
N 2.5518 -0.8309 3.0624
N 2.8188 1.2414 3.2447
H 2.3824 -1.5750 2.4007
H 2.8377 -0.9172 4.0272
H 3.2889 1.0787 4.1237
H 2.7849 2.1929 2.9075
```

Results
- DFT total energy (eV) = -48384.509

Results of the natural (NBO) charge analysis, in e, for atoms 1 through 8: 1.8153, -0.6480, -0.0547, -1.0649, 0.1954, 0.2030, 0.1932, 0.1002

***

Density functional theory data (ωB97M-V/def2-TZVPD) for a 2-piece molecular cluster, C3H9NOS overall.

Structure (XYZ):
```
15
Properties=species:S:1:pos:R:3
N -1.4921 0.8112 2.3531
S 0.3290 0.5768 2.5082
H -1.9598 0.0475 2.8409
H -1.7236 0.7727 1.3309
H -1.7423 1.7106 2.7617
C 1.5162 -0.9694 -1.7287
C 0.6881 0.2025 -1.2178
C -0.5125 -0.2308 -0.4501
O -1.5191 0.4361 -0.2805
H 1.8769 -1.5679 -0.8951
H 2.3754 -0.6072 -2.2871
H 0.9244 -1.6059 -2.3831
H 0.3886 0.8717 -2.0269
H 1.2894 0.7912 -0.5173
H -0.4386 -1.2392 -0.0081
```

Results
- SMILES = [NH3+][S-].CCC=O
- DFT total energy (eV) = -17628.654
- energy relative to the best compared isomer or geometry (same formula, charge and spin) (kcal/mol) = 35.8

Results of the natural (NBO) charge analysis, in e, for atoms 1 through 8: -0.8345, -0.4299, 0.4094, 0.4450, 0.4121, -0.6050, -0.5350, 0.4989

***

Density functional theory data (ωB97M-V/def2-TZVPD) for a 2-piece molecular cluster, C4H14N3 overall.

Structure (XYZ):
```
21
Properties=species:S:1:pos:R:3
C 1.7789 0.1648 1.4388
C 0.8425 -0.7986 -0.6745
N 1.7393 -0.0334 -0.0917
N -0.2450 -1.3599 -0.1535
N 1.0130 -0.7099 -2.0585
H 2.4754 0.3682 -0.6467
H -0.7818 -1.0521 0.6333
H -0.5832 -2.1938 -0.6319
H 1.8724 -0.8997 -2.5539
H 0.2805 -0.5921 -2.7354
H 2.7898 0.3260 1.7503
H 1.4618 -0.7958 1.8205
H 1.2215 1.0890 1.6148
C -1.7377 1.5835 0.3315
C -2.9523 0.8775 1.0464
H -1.8489 2.7007 0.3225
H -0.7878 1.4806 0.7765
H -1.6933 1.3565 -0.7252
H -3.3992 0.1503 0.3659
H -3.6949 1.7491 1.1358
H -2.5600 0.5282 2.0064
```

Results
- DFT total energy (eV) = -8838.661
- energy relative to the best compared isomer or geometry (same formula, charge and spin) (kcal/mol) = 31.4
- net charge = +1

Results of the natural (NBO) charge analysis, in e, for atoms 1 through 8: -0.4230, 0.6814, -0.5094, -0.7746, -0.8340, 0.4337, 0.4443, 0.4381

***

Density functional theory data (ωB97M-V/def2-TZVPD) for one molecule with the formula C7H11BN2O.

Structure (XYZ):
```
22
Properties=species:S:1:pos:R:3
B 1.3215 -0.0615 0.1574
C 1.4645 -1.5414 0.3702
C -2.0815 -0.9981 0.7351
C -1.0423 -0.3743 1.2983
C -2.0885 -0.8738 -0.8303
C -1.0675 0.3021 -1.0276
C -0.2197 0.4359 0.3150
C 2.4493 0.8954 0.8133
N 1.5867 -2.6263 0.7089
N 1.8410 0.5735 -1.1252
O -0.1913 1.8072 0.7163
H -2.8370 -1.5514 1.2460
H -0.8699 -0.4443 2.3168
H -1.5727 -1.8625 -1.2541
H -3.0896 -0.7379 -1.4295
H -0.3594 -0.0643 -1.9612
H -1.3900 1.4151 -1.1422
H 2.2866 1.8898 1.0887
H 3.4281 0.5514 0.9160
H 2.2237 0.0904 -1.8983
H 1.1716 1.2636 -1.2927
H -0.9634 1.9118 1.2791
```

Results
- DFT total energy (eV) = -13138.317
- energy relative to the best compared isomer or geometry (same formula, charge and spin) (kcal/mol) = 44.2

Results of the natural (NBO) charge analysis, in e, for atoms 1 through 8: 0.1860, 0.1043, -0.1585, -0.2356, -0.4577, -0.4335, 0.0194, -0.0931

***

Among the records above, which one has the lowest DFT total energy? C8H26CaN6O6